1.
The following is a DFT calculation (ωB97M-V with the def2-TZVPD basis set) of C38H36N3PRb as an isolated structure.

```
79
Properties=species:S:1:pos:R:3
Rb 0.154 0.017 -0.369
P -0.556 -3.417 -1.832
N -2.110 0.986 1.090
N 0.383 2.299 1.268
N 2.692 1.301 -0.048
C 0.485 -1.482 -3.518
C -0.460 -5.744 -5.300
C -3.165 4.352 2.311
C 0.738 -4.008 0.501
C 2.892 1.962 -1.325
C 2.175 -2.745 -2.383
C 0.826 -2.496 -2.623
C 3.156 -2.014 -3.039
C 1.815 -4.265 2.667
C -2.201 -5.154 -3.235
C 0.515 -2.606 0.675
C 4.232 3.321 2.687
C -2.583 -6.047 -4.225
C -2.959 0.873 -0.085
C 1.838 3.341 2.960
C 1.612 2.638 1.743
C 1.136 -6.750 -0.028
C 1.613 -2.927 2.874
C 2.794 2.190 1.085
C 1.375 -4.846 1.453
C -0.778 4.361 1.959
C 2.805 -1.012 -3.935
C -2.015 2.341 1.580
C 4.051 2.566 1.538
C -1.711 -6.343 -5.264
C 0.307 -4.597 -0.729
C 0.977 -2.127 1.890
C -1.944 5.021 2.291
C -0.077 -4.862 -4.297
C 3.501 0.097 0.082
C 0.501 -5.928 -0.989
C -3.173 3.016 1.936
C -2.433 -0.013 2.094
C 1.561 -6.222 1.157
C 3.098 3.676 3.410
C -0.742 2.979 1.632
C 1.463 -0.742 -4.170
C -0.940 -4.556 -3.247
H 4.574 0.255 -0.112
H 0.172 -6.364 -1.924
H 2.305 -4.881 3.413
H -4.081 4.859 2.586
H 0.856 -1.072 2.160
H 5.223 3.594 3.026
H 4.923 2.230 0.985
H 4.203 -2.212 -2.843
H -2.007 -7.033 -6.045
H 0.907 -4.409 -4.332
H 1.945 -2.471 3.802
H 0.973 3.608 3.554
H 0.223 -5.971 -6.110
H 2.450 -3.512 -1.669
H 3.387 -0.304 1.088
H 3.200 4.216 4.346
H 2.157 2.761 -1.440
H 3.146 -0.665 -0.621
H -4.117 2.480 1.907
H 3.570 -0.435 -4.438
H 1.183 0.045 -4.859
H -2.686 1.655 -0.797
H -3.475 0.058 2.451
H 0.155 4.909 1.935
H 2.053 -6.849 1.894
H 1.286 -7.802 -0.240
H -0.564 -1.274 -3.704
H -4.033 0.979 0.131
H -3.564 -6.506 -4.192
H -2.884 -4.910 -2.428
H -2.279 -1.013 1.680
H 2.765 1.242 -2.139
H -1.769 0.105 2.949
H -2.817 -0.105 -0.562
H -1.902 6.078 2.531
H 3.896 2.408 -1.416
```

Properties
Total charge ... -1
Lowest unoccupied orbital energy ... 2.0 eV
Multiplicity ... 1
Total energy ... -54405.2018 eV

2.
The following is a DFT calculation (ωB97M-V with the def2-TZVPD basis set) of C9H18CrO17S2 as an isolated structure in a non-equilibrium geometry.

```
47
Properties=species:S:1:pos:R:3
Cr 1.051 0.152 0.531
S 1.487 2.435 2.089
S 3.351 -1.379 0.505
O 1.564 2.971 -2.772
O 2.716 -0.635 1.560
O 4.595 -0.749 0.474
O -1.302 -2.997 2.718
O 0.678 3.613 1.880
O -1.271 0.110 0.080
O 0.200 -1.774 1.497
O 2.496 -0.938 -0.556
O 0.825 1.050 -3.756
O 0.688 1.200 2.243
O -2.797 1.899 -0.277
O 2.548 2.573 3.090
O 3.448 -2.834 0.660
O 2.179 1.926 0.892
O 0.717 1.145 -1.450
O -3.378 -0.055 -0.933
O -0.458 -3.859 0.782
C 0.333 -0.291 -3.621
C -0.408 -2.792 1.651
C 1.600 3.978 -1.776
C -3.244 -1.512 -1.029
C -2.178 2.817 0.617
C 0.330 -3.870 -0.402
C 0.967 1.685 -2.560
C -1.513 -2.024 3.735
C -2.366 0.609 -0.347
H -2.864 3.639 0.822
H 1.294 -4.309 -0.144
H -4.094 -2.000 -1.505
H -0.658 -0.305 -3.167
H -1.293 3.147 0.072
H 0.565 -2.881 -0.795
H 1.030 4.847 -2.102
H 0.361 -0.800 -4.584
H -1.826 2.451 1.582
H -3.303 -1.819 0.015
H -0.601 -1.494 4.009
H -2.291 -1.918 -1.367
H -0.135 -4.502 -1.158
H 0.962 -0.961 -3.036
H 1.371 3.704 -0.746
H 2.615 4.348 -1.633
H -1.890 -2.477 4.652
H -2.101 -1.123 3.556
```

Properties
Total charge ... -2
<S²> ... 6.011
Lowest unoccupied orbital energy (alpha / beta) ... 4.2 / 4.2 eV
Multiplicity ... 5
Energy relative to the best compared isomer or geometry (same formula, charge and spin) ... 103.0 kcal/mol
Total energy ... -94523.9925 eV

3.
The following is a DFT calculation (ωB97M-V with the def2-TZVPD basis set) of a 8-piece molecular cluster, H16O8 overall in a non-equilibrium geometry.

```
24
Properties=species:S:1:pos:R:3
O 1.381 2.545 0.210
O -2.405 -1.906 -0.758
O -0.328 0.527 -0.300
O -2.362 0.725 -2.172
O 0.367 0.195 -3.161
O -1.212 -1.412 1.704
O 2.192 -1.383 1.789
O 3.072 1.207 2.235
H 2.701 0.383 1.917
H 2.077 2.702 -0.428
H -3.279 -2.256 -0.586
H -1.725 -1.187 2.481
H 0.404 1.107 -0.090
H -1.011 -2.342 1.810
H -1.792 0.730 -1.403
H -0.599 0.166 0.544
H 0.917 3.380 0.270
H 1.364 -1.513 1.326
H -2.019 -1.785 0.110
H -2.737 -0.156 -2.187
H -0.151 -0.281 -3.811
H 2.580 1.885 1.772
H 2.840 -1.843 1.255
H -0.276 0.512 -2.527
```

Properties
Total charge ... +1
<S²> ... 0.757
Lowest unoccupied orbital energy (alpha / beta) ... -3.1 / -10.8 eV
Multiplicity ... 2
Energy relative to the best compared isomer or geometry (same formula, charge and spin) ... 11.6 kcal/mol
Total energy ... -16629.5059 eV

4.
The following is a DFT calculation (ωB97M-V with the def2-TZVPD basis set) of C23H41FHfP2 as an isolated structure in a non-equilibrium geometry.

```
68
Properties=species:S:1:pos:R:3
Hf 0.964 -1.040 1.589
P -0.708 1.266 -3.392
P 1.532 -0.097 -2.264
F 2.839 -0.619 1.852
C -0.335 0.513 -0.332
C 2.233 -2.206 4.641
C -0.228 3.403 -1.058
C -0.769 3.583 0.316
C 1.090 2.641 -1.083
C -2.604 1.811 0.178
C -1.602 0.368 -4.719
C -0.667 -2.519 2.225
C -0.773 3.001 -4.042
C 0.145 -0.950 3.757
C 0.315 0.334 4.516
C 1.156 -4.406 2.494
C 0.910 1.082 -0.941
C -2.184 -0.424 2.791
C -1.883 3.006 0.769
C 0.763 -1.723 -2.539
C -1.771 0.771 -0.586
C 3.330 -0.236 -2.384
C -0.941 -1.246 2.869
C 0.603 -3.023 2.739
C 1.072 0.861 -3.758
C -1.546 -3.202 1.231
C 1.060 -2.067 3.731
H -2.509 3.499 1.533
H -1.926 0.644 2.672
H 1.657 1.791 -3.861
H -0.962 2.873 -1.668
H -0.044 4.379 -1.524
H -0.216 4.294 0.939
H 1.132 0.275 -4.689
H 1.350 0.692 4.427
H -1.996 0.862 -1.676
H 3.818 0.376 -1.612
H 1.453 -2.508 -2.182
H 2.462 -1.235 5.095
H -0.990 2.980 -5.115
H 3.643 -1.286 -2.276
H -1.596 3.513 -3.526
H -2.815 -0.516 3.705
H -1.301 -0.690 -4.758
H 1.581 -4.519 1.483
H 1.697 2.953 -0.215
H -0.196 -1.830 -2.005
H 2.052 -2.895 5.481
H 1.780 0.797 -0.282
H 3.653 0.124 -3.377
H -3.413 2.139 -0.512
H 1.681 2.881 -1.992
H 3.111 -2.573 4.099
H -2.668 0.437 -4.447
H -2.243 -0.203 -0.344
H -1.769 -4.239 1.516
H -2.515 -2.694 1.179
H -1.088 -3.220 0.231
H -0.332 1.120 4.105
H -2.781 -0.719 1.924
H -3.115 1.310 1.014
H 0.357 -5.162 2.598
H 0.071 0.285 5.596
H 0.575 -1.904 -3.615
H 1.921 -4.673 3.250
H -1.434 0.860 -5.692
H 0.163 3.545 -3.852
H -0.250 -0.646 -0.228
```

Properties
Total charge ... +2
Lowest unoccupied orbital energy (alpha / beta) ... -7.9 / -7.9 eV
Multiplicity ... 1
Energy relative to the best compared isomer or geometry (same formula, charge and spin) ... 97.0 kcal/mol
Total energy ... -47100.4833 eV

5.
The following is a DFT calculation (ωB97M-V with the def2-TZVPD basis set) of C19H16Br2NiO2P as an isolated structure.

```
41
Properties=species:S:1:pos:R:3
Br -1.417 -1.811 -0.816
Br -2.599 -0.289 1.675
Ni -0.018 -0.538 0.705
P 2.828 0.495 0.735
O 0.897 -0.362 2.278
O 0.575 -1.653 2.195
C 1.687 1.672 0.053
C 2.072 2.944 -0.375
C 5.147 1.022 -0.686
C 2.576 -1.069 -0.124
C 7.169 1.809 0.340
C 1.939 -1.133 -1.370
C 5.240 1.391 1.701
C -0.197 3.361 -1.024
C 6.463 1.426 -0.794
C 0.347 1.236 -0.010
C 1.780 -2.358 -2.005
C 2.245 -3.515 -1.401
C 6.562 1.791 1.585
C 3.040 -2.248 0.473
C 2.878 -3.458 -0.165
C -0.577 2.104 -0.575
C -2.787 -1.847 0.573
C 1.124 3.783 -0.924
C 4.532 1.012 0.566
H 7.113 2.087 2.464
H 3.102 3.263 -0.302
H 3.237 -4.362 0.298
H 8.198 2.119 0.250
H -3.758 -1.842 0.080
H 1.601 -0.224 -1.857
H 3.518 -2.213 1.440
H 6.942 1.441 -1.761
H 2.125 -4.465 -1.896
H 1.413 4.760 -1.278
H 4.761 1.378 2.670
H -2.607 -2.736 1.178
H -1.619 1.812 -0.649
H 1.314 -2.402 -2.976
H 4.602 0.717 -1.571
H -0.933 4.024 -1.453
```

Properties
Total charge ... +1
<S²> ... 2.328
Lowest unoccupied orbital energy (alpha / beta) ... -4.0 / -5.2 eV
Multiplicity ... 3
Energy relative to the best compared isomer or geometry (same formula, charge and spin) ... 0.0 kcal/mol
Total energy ... -214462.7290 eV

total charge of number 5 (C19H16Br2NiO2P)?
+1

Please write out number 2 again, unchanged.
The following is a DFT calculation (ωB97M-V with the def2-TZVPD basis set) of C9H18CrO17S2 as an isolated structure in a non-equilibrium geometry.

```
47
Properties=species:S:1:pos:R:3
Cr 1.051 0.152 0.531
S 1.487 2.435 2.089
S 3.351 -1.379 0.505
O 1.564 2.971 -2.772
O 2.716 -0.635 1.560
O 4.595 -0.749 0.474
O -1.302 -2.997 2.718
O 0.678 3.613 1.880
O -1.271 0.110 0.080
O 0.200 -1.774 1.497
O 2.496 -0.938 -0.556
O 0.825 1.050 -3.756
O 0.688 1.200 2.243
O -2.797 1.899 -0.277
O 2.548 2.573 3.090
O 3.448 -2.834 0.660
O 2.179 1.926 0.892
O 0.717 1.145 -1.450
O -3.378 -0.055 -0.933
O -0.458 -3.859 0.782
C 0.333 -0.291 -3.621
C -0.408 -2.792 1.651
C 1.600 3.978 -1.776
C -3.244 -1.512 -1.029
C -2.178 2.817 0.617
C 0.330 -3.870 -0.402
C 0.967 1.685 -2.560
C -1.513 -2.024 3.735
C -2.366 0.609 -0.347
H -2.864 3.639 0.822
H 1.294 -4.309 -0.144
H -4.094 -2.000 -1.505
H -0.658 -0.305 -3.167
H -1.293 3.147 0.072
H 0.565 -2.881 -0.795
H 1.030 4.847 -2.102
H 0.361 -0.800 -4.584
H -1.826 2.451 1.582
H -3.303 -1.819 0.015
H -0.601 -1.494 4.009
H -2.291 -1.918 -1.367
H -0.135 -4.502 -1.158
H 0.962 -0.961 -3.036
H 1.371 3.704 -0.746
H 2.615 4.348 -1.633
H -1.890 -2.477 4.652
H -2.101 -1.123 3.556
```

Properties
Total charge ... -2
<S²> ... 6.011
Lowest unoccupied orbital energy (alpha / beta) ... 4.2 / 4.2 eV
Multiplicity ... 5
Energy relative to the best compared isomer or geometry (same formula, charge and spin) ... 103.0 kcal/mol
Total energy ... -94523.9925 eV